[1]
C2H9N6O2S | ωB97M-V/def2-TZVPD

Computed properties:
- frontier orbital gap (eV) = 10.88
- ΔE to the lowest compared entry with this formula, charge and spin (eV) = 1.470
- SMILES string = [H]/N=C(/[NH+]=C(N)N)O[S@@](=N)(N)=O
- HOMO level (eV) = -13.91

Structure (ORCA input):
```
! RIJCOSX wB97M-V def2-TZVPD def2/J DEFGRID3
* xyz 1 1
H 3.472 0.442 0.404
N -1.315 0.306 0.566
H -1.130 -0.576 -2.540
H -0.100 2.629 2.478
S 1.590 -0.281 0.279
C -1.585 -0.261 -0.644
N -0.701 -0.373 -1.615
H 3.581 -0.657 1.571
N -2.801 -0.836 -0.796
N 1.804 -0.296 -1.267
N -0.697 1.980 1.931
H 1.890 -1.273 -1.532
C -0.327 1.159 1.034
H -3.332 -1.003 -0.035
H -2.148 0.252 1.056
N 3.009 0.076 1.174
H 0.225 0.128 -1.681
O 0.852 1.134 0.459
H -3.023 -1.213 -1.686
O 0.736 -1.336 0.844
*
```

Here is what Löwdin gives for the atomic charges, in e: 0.027, 0.174, 0.160, 0.111, 0.744, -0.359, 0.191, 0.099, 0.239, -0.199, 0.223, 0.058, -0.518, 0.088, 0.138, -0.008, 0.072, -0.096, 0.129, -0.271

---

[2]
C2H9NO2 | ωB97M-V/def2-TZVPD

Computed properties:
- frontier orbital gap (eV) = 10.24
- ΔE to the lowest compared entry with this formula, charge and spin (eV) = 1.877
- SMILES string = C=NC.O.O
- HOMO level (eV) = -9.89

Structure (ORCA input):
```
! RIJCOSX wB97M-V def2-TZVPD def2/J DEFGRID3
* xyz 0 1
H 0.749 -0.098 0.305
C -1.527 -0.510 -1.716
C -2.139 1.505 -0.607
H -3.111 1.394 0.010
H 2.859 -0.910 1.497
O 3.700 -1.424 1.256
H -0.309 0.273 1.092
H -1.639 -0.150 -2.706
H 3.803 -2.086 1.976
H -1.448 -1.559 -1.453
O 0.625 0.369 1.229
N -1.336 0.228 -0.668
H -1.593 2.423 -0.376
H -2.563 1.583 -1.611
*
```

Here is what Löwdin gives for the atomic charges, in e: 0.079, -0.025, -0.114, 0.109, 0.048, -0.112, -0.036, 0.064, 0.040, 0.073, -0.123, -0.120, 0.070, 0.047

---

[3]
C2H9NO2 | ωB97M-V/def2-TZVPD

Computed properties:
- frontier orbital gap (eV) = 10.27
- ΔE to the lowest compared entry with this formula, charge and spin (eV) = 0.467
- SMILES string = CNCO.O
- HOMO level (eV) = -9.46

Structure (ORCA input):
```
! RIJCOSX wB97M-V def2-TZVPD def2/J DEFGRID3
* xyz 0 1
H 0.944 0.173 1.263
C 0.640 -0.222 0.296
C -0.489 -2.214 -0.681
H 0.103 4.220 0.224
H 0.430 -2.723 -0.952
H 0.404 2.805 0.461
H -0.677 -1.536 -1.518
H -0.818 0.668 -0.439
O 0.101 0.922 -0.488
O 0.488 3.648 0.896
H -1.040 -1.152 1.083
N -0.239 -1.307 0.495
H -1.350 -2.768 -0.335
H 1.503 -0.515 -0.305
*
```

Here is what Löwdin gives for the atomic charges, in e: 0.117, -0.276, -0.076, 0.032, 0.075, -0.025, 0.070, 0.062, -0.099, -0.061, 0.103, -0.121, 0.078, 0.121

---

[4]
C2H9NO2 | ωB97M-V/def2-TZVPD

Computed properties:
- frontier orbital gap (eV) = 10.07
- ΔE to the lowest compared entry with this formula, charge and spin (eV) = 0.622
- SMILES string = CNCO.O
- HOMO level (eV) = -9.30

Structure (ORCA input):
```
! RIJCOSX wB97M-V def2-TZVPD def2/J DEFGRID3
* xyz 0 1
C 0.486 1.023 0.718
N 0.915 -0.313 0.672
H 1.340 1.750 0.675
H -0.443 2.142 -0.850
O -0.331 1.296 -0.411
H 1.477 -0.540 -0.127
H -0.381 -0.915 2.078
H -0.154 1.234 1.659
H -0.499 -1.059 -2.482
H -0.623 0.183 -1.765
C -0.108 -1.263 1.060
O -0.744 -0.145 -2.695
H -1.045 -1.065 0.521
H 0.110 -2.328 0.946
*
```

Here is what Löwdin gives for the atomic charges, in e: -0.312, -0.115, 0.130, 0.104, -0.098, 0.111, 0.084, 0.145, 0.025, -0.010, -0.122, -0.097, 0.071, 0.084

---

[5]
C2H9NO3 | ωB97M-V/def2-TZVPD

Computed properties:
- frontier orbital gap (eV) = 9.52
- ΔE to the lowest compared entry with this formula, charge and spin (eV) = 4.175
- HOMO level (eV) = -9.07

Structure (ORCA input):
```
! RIJCOSX wB97M-V def2-TZVPD def2/J DEFGRID3
* xyz 0 1
C -1.044 -1.207 -0.694
O 3.401 -0.635 0.462
H -0.714 -2.036 0.033
H 4.159 -1.134 0.788
H 2.881 4.147 0.270
H 2.141 2.866 1.262
O 2.232 3.482 0.523
H -3.040 -2.019 -0.175
O -2.319 0.845 -0.468
H 3.999 0.000 -0.390
N -3.473 -1.180 0.163
C -2.429 -0.315 -0.220
H -1.581 -1.229 -1.622
H -0.140 -0.592 -0.864
H -4.074 -0.992 0.932
*
```

Here is what Löwdin gives for the atomic charges, in e: -0.021, -0.191, 0.087, -0.013, 0.036, 0.044, -0.080, 0.067, 0.060, 0.205, 0.132, -0.524, 0.048, 0.061, 0.091

---

[6]
C2H9NO5P2S | ωB97M-V/def2-TZVPD

Computed properties:
- frontier orbital gap (eV) = 9.62
- HOMO level (eV) = -9.10

Structure (ORCA input):
```
! RIJCOSX wB97M-V def2-TZVPD def2/J DEFGRID3
* xyz 0 1
H -0.665 1.903 -1.625
O 0.897 -0.826 -0.580
H 2.931 0.392 0.093
S -2.479 -1.672 3.754
H 2.311 1.664 0.991
P -1.603 -0.448 2.554
O -0.509 -1.234 1.545
C -0.209 0.250 -2.514
H 0.192 -1.781 -2.220
H -0.922 0.579 3.206
H -1.106 -1.218 -1.218
H 0.790 0.654 -2.632
H -0.547 -0.114 -3.477
O -1.155 1.203 -2.078
P 0.433 -0.217 0.776
H -2.507 0.133 1.667
N 2.711 0.734 1.019
O 1.769 -0.140 1.640
C -0.130 -0.952 -1.605
O -0.201 1.089 0.702
*
```

Here is what Löwdin gives for the atomic charges, in e: 0.083, -0.153, 0.078, 0.162, 0.082, 0.289, -0.390, -0.243, 0.124, 0.002, 0.130, 0.128, 0.121, -0.057, 0.254, -0.002, 0.034, -0.219, -0.162, -0.261